[1]
9 unconnected molecules or ions with the total composition C34H46Br8O, computed with the ωB97M-V functional and the def2-TZVPD basis.

The geometry in XYZ format:
```
89
Properties=species:S:1:pos:R:3:forces:R:3
C -0.731649 -3.008897 4.972534 0.0 -0.2 -0.1
H -6.014389 -2.611018 -4.607808 -0.1 -0.4 0.2
H 3.371818 5.408971 -2.088875 -0.4 0.0 0.0
C 0.830952 0.186015 -1.356233 -0.4 -0.9 -0.3
H -0.567404 -1.564917 6.549869 0.1 0.2 0.0
H 4.459889 -4.538484 -2.668013 -0.3 -0.1 -0.1
H 1.764185 -0.139409 -0.876104 0.0 0.5 0.1
C -0.396909 -3.368902 3.662705 0.2 0.2 0.3
H -2.796757 5.418648 1.364035 0.1 0.0 -0.2
H -1.050416 -3.849583 -6.094153 -0.2 -0.1 -0.2
Br -3.224782 -4.998114 -6.611511 0.2 0.1 0.3
C -3.763228 -1.734152 -1.631541 -0.6 -0.6 1.0
H -3.073008 4.967091 3.771341 -0.3 -0.1 -0.3
C 3.056435 -3.032907 -3.375508 -1.0 -0.1 0.4
C 3.571769 2.074210 1.265528 -0.5 0.4 -1.4
H -1.211060 -5.278785 -5.106921 -0.3 -0.2 0.0
C -3.875131 -0.885249 -2.705439 0.4 0.2 -0.4
H 5.123106 -3.382045 -3.830671 0.1 0.1 0.1
H 1.833160 1.091391 -2.802209 0.1 -0.4 0.1
H 0.476465 -0.735301 -1.843314 -0.1 0.2 -0.1
Br -2.784283 -1.026673 1.919566 -0.1 0.3 0.8
C 0.694574 -1.262393 3.397074 1.1 -0.7 -0.3
C -1.468853 3.609239 3.866423 0.8 -0.3 0.0
H -3.280156 0.020918 -2.720009 0.0 0.0 -0.1
C 0.450300 -0.965987 4.715752 -1.0 1.2 0.7
C -1.750371 -4.413732 -5.481720 0.5 0.5 0.3
C 3.309517 5.327939 -3.173154 0.2 -0.5 0.6
C -2.211278 -3.528768 -4.346945 -0.5 0.2 0.3
C -1.055781 4.148598 1.171735 0.8 -0.5 0.4
H 2.716907 1.708004 0.701293 -0.1 -0.3 0.4
H 4.144042 5.922067 -3.535704 -0.3 0.1 -0.5
C -5.363820 -3.245021 -2.634579 0.6 -0.1 1.5
Br 1.589398 6.037973 -3.794004 0.6 -0.1 0.2
Br 5.137248 -2.481297 -1.474664 -0.1 -0.2 -0.4
C -2.340768 4.430287 3.179463 0.5 0.5 0.7
H 2.369787 -3.079619 -2.531373 0.2 0.2 0.1
H -1.545403 3.431387 4.932532 -0.4 0.0 0.0
H -4.628511 -3.468144 -0.633169 0.4 -0.1 0.0
H 3.285467 0.953963 3.101255 -0.1 0.0 -0.1
C 0.400283 -2.524586 2.893699 -1.0 0.3 0.0
H -2.914213 -3.984651 -3.652997 0.2 -0.3 -0.1
C -4.565416 -2.882030 -1.539736 0.1 0.6 -0.7
C 5.039801 2.185008 3.108086 -0.7 0.0 0.7
H 3.323041 3.828484 -4.690545 0.3 -0.2 0.0
C -0.221294 0.655529 -0.361213 0.2 -0.9 0.9
C -0.308539 -1.804926 5.528826 0.3 -0.7 -0.7
Br -5.696067 -2.673168 2.893640 0.5 0.0 0.5
H -4.647574 -2.094572 5.091267 0.0 -0.3 0.1
C 3.421939 3.877562 -3.608814 0.1 0.2 -0.3
H -1.343223 -3.695358 5.547095 0.0 0.1 0.1
H 0.657110 0.038721 5.075284 0.3 -0.1 0.1
H 5.985419 4.367537 0.691280 0.2 -0.1 0.0
C 3.875085 1.672404 2.548150 0.7 0.0 -0.3
H 0.630930 -2.725741 1.855666 0.0 -0.3 0.0
H -3.495194 -3.071071 4.095354 -0.1 -0.1 0.0
H 3.983849 3.295751 -0.438836 0.2 0.2 -0.1
H 0.735140 3.072261 1.330889 0.0 -0.5 0.3
C 4.321383 3.028089 0.548983 0.1 -0.8 1.4
C 4.427883 -3.507062 -3.004312 0.5 0.5 0.1
H -4.729261 -0.589307 -4.642013 -0.2 0.0 0.0
Br -0.680048 -2.980564 -3.262899 0.0 -0.1 -0.2
H -0.733694 1.575604 -0.622461 0.2 0.1 -0.2
H -2.785365 -0.600665 4.447167 0.4 -0.4 -0.2
C 5.442129 3.563976 1.174050 -0.2 0.3 -0.4
C -5.412467 -2.411793 -3.726545 -0.5 0.3 -1.1
H 0.352455 2.474038 3.778950 0.1 0.1 0.0
C -4.695970 -1.226534 -3.766999 0.2 0.1 0.2
Br 2.980536 -1.191164 -4.024265 0.2 -0.3 0.0
C 5.791505 3.128832 2.448060 0.1 0.4 0.3
C -4.193822 -2.245226 4.114384 -0.1 0.7 -0.3
H 5.258651 1.952492 4.144908 0.2 -0.1 -0.1
C -0.153757 3.348589 1.884814 0.0 0.6 -0.7
C -0.343239 3.090581 3.221852 -0.3 -0.3 0.2
H -0.813831 -4.288847 3.274709 0.3 -0.1 -0.1
H -5.873893 -4.191171 -2.508834 -0.4 0.1 -0.5
H -4.313513 -0.157344 3.767553 0.1 0.1 -0.5
H 6.577563 3.587842 3.036545 0.3 0.1 -0.4
H 0.223153 0.727944 0.634854 -0.1 0.5 0.0
O 1.006543 1.191034 -2.324727 0.2 0.9 -0.2
H 1.244052 -0.573335 2.765877 -0.1 0.1 0.1
H -3.103654 -1.472495 -0.813780 -0.1 0.0 0.0
H -0.812055 4.246633 0.121432 -0.5 0.5 0.0
C -2.102215 4.740474 1.847221 -0.9 0.0 -0.3
H -2.686991 -2.599283 -4.648773 0.2 -0.1 -0.3
H -0.984424 -0.109427 -0.206437 -0.1 0.0 -0.3
H 2.668704 3.220329 -3.186346 0.0 0.2 0.3
Br 5.188218 3.152942 -3.085666 -0.6 0.2 -0.3
H 2.562802 -3.636202 -4.135997 0.4 0.0 -0.2
C -3.539557 -0.923453 3.734073 -0.7 -0.2 -0.3
```
Forces are in eV/Å.

Output
HOMO energy	-0.341	Ha

[2]
A molecular structure, C34H46CdN3O6P2Se, computed with the ωB97M-V functional and the def2-TZVPD basis.

The geometry in XYZ format:
```
93
Properties=species:S:1:pos:R:3:forces:R:3
O 1.650956 -0.440672 -0.254818 0.1 -0.1 -0.2
H 1.924138 -5.773555 1.752931 0.0 0.0 0.0
C 2.152871 2.884014 -0.003413 0.1 0.0 0.0
H -1.056638 0.689872 6.496512 0.0 0.0 0.0
H 0.442576 3.369062 -4.134987 0.0 0.0 0.0
N 0.474196 1.338867 -4.375216 0.0 0.1 0.0
C -2.620723 2.442165 -2.747765 0.0 0.1 0.1
H -2.896655 -0.759435 0.860960 0.0 -0.1 0.0
C 1.145866 4.383721 1.536844 0.0 0.0 0.0
C -4.310222 -0.896206 2.492212 0.0 0.0 0.0
H -1.199451 -1.766505 4.463303 0.0 0.0 0.0
H -4.193499 3.566068 -3.686734 0.0 0.0 0.0
C 3.578686 0.462119 2.433714 0.0 0.0 0.0
H 3.360113 0.320537 3.494284 0.0 0.0 0.0
C -1.785082 4.864517 -1.698993 0.0 0.0 0.0
C -3.214626 -0.181048 1.737606 0.1 0.0 -0.1
C 4.798684 -1.758034 2.346423 0.0 0.0 0.0
H -2.977548 1.489787 -3.132222 0.0 0.0 0.0
C 0.084516 3.716443 -0.505132 -0.1 0.0 0.0
H 1.004082 0.189636 5.252466 0.0 0.0 0.0
C 3.722629 -0.879114 1.746193 0.0 0.1 0.0
C -0.267793 -1.499766 4.963406 0.0 0.0 0.0
C -0.859735 2.775382 -5.742091 0.0 0.0 0.0
C -3.316463 3.606931 -3.049270 0.0 0.0 0.0
O 2.469163 -1.580802 1.882352 0.0 -0.2 0.0
C -0.145023 -4.595318 0.427600 0.0 0.1 0.0
C 2.220880 3.576975 1.194625 -0.1 0.1 0.0
C -3.603041 1.208380 1.289181 -0.1 0.0 0.0
H -0.706799 -4.053826 -0.339870 0.0 0.0 0.0
C 0.053082 2.546902 -4.724891 0.0 0.0 0.0
C 1.545989 -3.399857 -3.664171 0.0 0.0 0.0
H 4.543663 -2.009798 3.377296 0.0 0.0 0.0
Cd -0.520676 0.534041 -1.418588 -0.6 -0.3 -0.1
C -1.390898 1.673597 -6.392618 0.0 0.0 0.0
H 4.907057 -2.683799 1.782068 0.0 0.0 0.0
O -0.408141 1.116434 1.109052 0.0 0.2 0.0
H -3.947813 -1.837748 2.905406 0.0 0.0 0.0
H 3.913155 -0.717226 0.682244 0.0 0.0 0.0
H 2.824531 -2.074626 -2.550926 0.0 0.0 0.0
N 1.515438 -1.012130 -3.703899 0.1 0.0 0.0
H 0.051615 -4.381982 -4.859385 0.0 0.0 0.0
H -1.397147 -0.460271 -6.501283 0.0 0.0 0.0
C -0.134235 -1.561233 1.516562 0.0 0.0 -0.1
C -0.052994 -2.247949 -5.003956 0.0 0.0 0.0
C -1.095288 3.685445 -1.410975 0.2 0.1 0.0
H -0.377852 -1.726552 6.025310 0.0 0.0 0.0
H -1.445904 5.810248 -1.287959 0.0 0.0 0.0
O 0.248250 0.345592 3.420568 0.0 0.1 0.0
H -3.427231 5.740810 -2.769481 0.0 0.0 0.0
C -2.894826 4.827527 -2.530243 0.0 0.0 0.0
O 1.628806 -2.953147 -0.068031 0.0 -0.1 -0.1
H -0.877751 -1.828306 0.726044 -0.1 0.0 0.1
N 1.124833 2.950815 -0.839372 0.0 0.0 0.0
H 3.218676 -4.637896 1.331509 0.0 0.0 0.0
H -4.501286 1.135748 0.674599 0.0 0.0 0.0
H 2.963614 2.227633 -0.304920 0.0 0.0 0.0
H -0.755673 1.922471 5.258739 0.0 0.0 0.0
H 1.708665 -4.865251 -0.579310 0.0 0.0 0.0
C 0.499070 -1.049457 -4.561264 0.0 0.0 -0.1
C 0.033640 -0.022293 4.793682 0.1 0.0 0.0
H -0.525783 -4.298406 1.405216 0.0 0.0 0.0
H -0.115716 -2.260696 2.350108 -0.1 -0.1 0.0
Se -1.971885 -1.580783 -1.496046 0.4 0.1 0.0
P 1.427621 -1.574596 0.660910 -0.1 0.4 0.1
C -1.482421 2.453111 -1.937193 0.1 -0.1 0.1
C -0.974849 0.408363 -6.018934 0.0 0.0 0.0
H -2.826828 1.661166 0.675565 0.1 0.0 0.0
H -0.810327 5.037562 0.929040 0.0 0.0 0.0
H 2.763417 1.030654 1.986592 0.0 -0.1 0.0
H -1.174761 3.783036 -5.975818 0.0 0.0 0.0
P -0.607878 0.066141 2.113365 0.1 -0.2 -0.1
H 4.503626 1.034984 2.340405 0.0 0.0 0.0
C 2.147881 -4.733423 1.510906 0.0 -0.1 0.1
O -2.074713 -0.104162 2.674360 0.0 0.1 0.1
H -5.133283 -1.114829 1.812053 0.0 0.0 0.0
H 3.080122 3.468787 1.842835 0.0 0.0 0.0
H 1.139742 4.929071 2.473395 0.0 0.0 0.0
H -0.312110 -5.668625 0.320022 0.0 0.0 0.0
H -2.135322 1.793024 -7.169919 0.0 0.0 0.0
C 0.066270 4.454775 0.679120 0.0 0.1 0.0
H -0.907543 -2.262869 -5.662953 0.0 0.0 0.0
C -0.018767 0.281895 -5.011822 -0.1 -0.1 0.0
H -4.689781 -0.277041 3.309576 0.0 0.0 0.0
H 1.991097 -4.304575 -3.271818 0.0 0.0 0.0
H -1.994984 0.689585 4.988989 0.0 0.0 0.0
H -3.808178 1.845029 2.153964 0.0 0.0 0.0
H 0.543409 -2.107486 4.562890 0.0 0.0 0.0
H 5.756923 -1.236742 2.344928 0.0 0.0 0.0
C 0.479192 -3.438195 -4.545354 0.0 0.0 0.0
C 1.340036 -4.323843 0.294828 0.1 0.1 -0.1
H 1.894010 -4.118123 2.375402 0.0 0.0 0.0
C 2.016417 -2.157197 -3.268045 0.0 0.0 0.0
C -1.013107 0.876427 5.421508 -0.1 0.0 0.0
```
Forces are in eV/Å.

Output
net charge	-1
ΔE to the lowest compared entry with this formula, charge and spin	18.9	kcal/mol
HOMO energy	-0.100	Ha

Per-record F_max, eV/Å: 1.74; 0.70
Per-record E_tot, eV: -598390.9458; -141255.6573